C28H46N2O8 | the ωB97M-V functional and the def2-TZVPD basis

Each line ends with the Löwdin charge.
Geometry (Å):
H  0.60  5.83  1.76  0.088
H  -0.89  -1.14  2.33  0.137
H  -0.65  1.66  6.08  0.079
H  2.14  -0.73  -0.21  0.129
C  3.10  -1.62  1.60  -0.198
H  -4.35  -5.74  -5.84  0.119
H  1.03  -3.80  -1.11  0.070
H  -1.68  -5.90  -1.26  0.073
H  -2.16  -5.40  0.31  0.080
O  -2.42  -4.73  -3.41  0.032
C  -4.14  -5.17  -4.93  -0.187
O  5.60  -2.90  -0.35  0.106
H  -2.72  5.37  0.35  0.094
C  3.55  4.47  2.19  -0.127
H  3.11  6.58  2.48  0.092
C  4.53  -2.64  0.17  -0.466
O  -1.95  -2.66  -3.66  0.118
C  1.02  4.26  -2.96  -0.499
H  -0.16  2.57  -3.69  0.085
H  2.21  5.61  -1.81  0.082
C  0.85  2.97  -3.61  -0.034
C  -3.18  -5.78  -4.00  -0.174
C  2.74  5.60  2.22  -0.106
O  0.06  5.02  -2.85  0.033
H  1.65  2.55  4.83  0.093
C  -1.04  0.52  -0.42  -0.129
H  2.69  5.49  -3.42  0.091
H  4.55  4.26  2.54  0.107
N  -0.91  -0.74  1.40  0.009
O  3.42  -2.33  -0.56  0.020
H  3.65  -0.68  1.74  0.122
H  3.12  4.20  -2.26  0.078
H  1.50  -2.16  0.53  0.096
O  0.76  -0.39  4.19  0.033
C  1.55  3.90  1.27  -0.138
H  0.85  1.14  6.93  0.079
H  -3.82  -6.30  -3.28  0.129
C  2.43  -1.66  0.29  -0.141
H  1.45  2.19  -3.15  0.084
H  -1.12  1.26  -1.21  0.089
H  4.96  -2.46  2.28  0.131
H  -5.06  2.32  0.54  0.090
N  2.81  3.48  1.61  -0.016
H  3.95  -3.72  1.83  0.139
H  -3.00  -3.85  -6.22  0.128
H  3.22  2.56  1.66  0.135
C  -0.84  0.59  0.99  -0.101
C  -3.52  -3.82  -5.27  -0.038
C  0.10  0.87  6.18  -0.004
H  2.37  1.36  3.62  0.086
H  -5.15  -5.10  -4.54  0.117
H  -3.37  2.55  0.31  0.053
O  0.28  -5.93  1.01  0.026
C  1.47  1.75  4.11  -0.034
C  -2.70  4.73  1.23  -0.014
C  1.45  5.17  1.85  -0.112
C  -2.55  -3.61  -4.07  -0.493
C  2.33  4.87  -2.59  -0.028
C  -4.11  4.15  1.19  -0.480
C  -1.09  -1.57  0.36  -0.133
H  -0.84  1.47  1.62  0.080
H  0.86  3.25  0.76  0.095
H  -1.86  4.07  1.03  0.061
O  -5.10  4.51  1.84  0.043
C  -1.00  -0.78  -0.83  -0.103
C  4.11  -2.66  1.62  -0.096
H  -0.47  0.03  6.59  0.075
H  2.02  -4.96  -0.28  0.080
H  -2.54  5.41  2.07  0.084
H  -2.60  -6.56  -4.50  0.133
H  1.09  3.01  -4.68  0.096
H  -1.68  -4.10  -0.90  0.056
C  0.77  0.67  4.78  -0.468
C  -0.04  -5.32  -0.03  -0.439
H  2.42  -1.68  2.45  0.115
H  0.90  2.23  3.31  0.068
H  -1.20  -2.62  0.59  0.097
C  1.11  -4.86  -0.87  -0.027
H  1.25  -5.40  -1.80  0.093
H  -4.47  3.29  -0.84  0.096
C  -1.52  -5.11  -0.52  -0.010
H  -1.13  -1.21  -1.81  0.077
H  -4.26  -3.03  -5.13  0.125
C  -4.33  3.05  0.22  -0.031

Calculated values
- maximum force (eV/Å) = 3.91
- highest occupied orbital energy (eV) = -8.223
- charge = 0
- relative energy (zero: lowest compared OMol25 entry of this formula, charge and spin) (kJ/mol) = 0.0
- 2S+1 = 1
- orbital gap (Ha) = 0.3153
- total energy (hartree) = -1805.82128

***

C4H13NO2 | the ωB97M-V functional and the def2-TZVPD basis

Each line ends with the Löwdin charge.
Geometry (Å):
H  -0.93  0.48  4.09  0.027
C  -0.73  0.34  0.10  -0.169
N  1.12  1.03  -1.24  0.076
H  0.78  -1.25  0.16  0.072
C  -0.30  -1.08  0.16  -0.127
H  1.85  -5.31  -2.66  0.035
C  -0.11  1.33  -0.56  -0.398
H  -0.38  3.46  -1.06  0.079
H  1.63  1.84  -1.56  0.070
H  -0.63  -1.56  1.09  0.062
O  1.85  -4.36  -2.54  -0.060
C  -0.30  2.77  -0.20  -0.065
O  -1.67  0.98  3.76  -0.055
H  0.50  3.02  0.50  0.085
H  -0.90  -1.60  -0.60  0.073
H  -1.21  2.86  0.39  0.075
H  1.02  0.27  -1.89  0.080
H  -1.28  0.69  0.96  0.082
H  1.21  -4.15  -1.85  0.022
H  -2.24  1.00  4.54  0.034

Calculated values
- maximum force (eV/Å) = 1.98
- highest occupied orbital energy (eV) = -7.684
- charge = 0
- relative energy (zero: lowest compared OMol25 entry of this formula, charge and spin) (kJ/mol) = 124.8
- 2S+1 = 1
- orbital gap (Ha) = 0.3103
- total energy (hartree) = -365.39496

***

C3H3NO2 | the ωB97M-V functional and the def2-TZVPD basis

Each line ends with the Löwdin charge.
Geometry (Å):
C  -1.63  -0.05  -0.08  -0.124
O  -0.01  -1.32  -1.19  0.148
H  0.42  1.72  0.12  0.132
N  -2.69  0.13  0.34  0.191
C  0.72  0.87  -0.52  -0.208
H  1.09  -1.11  1.31  0.077
O  1.77  0.82  -1.09  0.112
C  -0.29  -0.29  -0.66  -0.404
H  0.60  -0.77  1.76  0.077

Calculated values
- maximum force (eV/Å) = 1.15
- highest occupied orbital energy (eV) = -11.123
- charge = 0
- relative energy (zero: lowest compared OMol25 entry of this formula, charge and spin) (kJ/mol) = 322.6
- 2S+1 = 1
- orbital gap (Ha) = 0.3379
- total energy (hartree) = -321.25477

***

C7H16CuN3O2 | the ωB97M-V functional and the def2-TZVPD basis

Each line ends with the Löwdin charge.
Geometry (Å):
C  1.45  -1.16  -0.97  -0.154
H  1.09  -0.77  -1.92  0.115
H  -0.26  0.96  4.55  0.154
O  -0.89  -0.29  3.07  -0.040
H  -2.52  -1.42  -1.00  0.138
H  0.18  -2.90  -1.15  0.137
Cu  0.05  -0.07  1.33  0.632
H  -1.27  -2.08  0.72  0.148
C  -0.15  0.61  3.53  -0.454
C  -1.98  0.59  -0.52  -0.167
H  2.47  -0.15  0.52  0.145
H  -2.49  1.06  -1.37  0.134
N  -0.80  1.35  -0.10  -0.093
H  -1.09  -0.87  -1.85  0.115
C  1.61  1.30  -0.63  -0.160
H  0.91  -2.69  0.45  0.134
N  -0.73  -1.46  0.13  -0.103
H  2.40  -1.67  -1.16  0.138
H  1.88  2.00  0.16  0.131
O  0.73  1.08  2.77  -0.048
H  -2.66  0.58  0.34  0.132
H  2.32  1.40  -1.45  0.134
H  -0.04  1.10  -2.04  0.115
C  0.45  -2.16  -0.39  -0.159
H  -1.07  2.19  0.39  0.141
C  -1.60  -0.85  -0.89  -0.147
N  1.63  -0.03  -0.04  -0.095
H  0.18  2.72  -1.39  0.135
C  0.19  1.66  -1.13  -0.157

Calculated values
- maximum force (eV/Å) = 1.23
- highest occupied orbital energy (spin up / spin down) (eV) = -13.261 / -13.322
- charge = +1
- 2S+1 = 2
- orbital gap (spin up / spin down) (Ha) = 0.3975 / 0.3400
- total energy (hartree) = -2231.36495

***

> Among the records above, which one has the highest 2S+1?

C7H16CuN3O2